Record 1
The following is a DFT calculation (the ωB97M-V functional and the def2-TZVPD basis) of a structure of composition CHBrFI.

- energy relative to the best compared isomer or geometry (same formula, charge and spin) (kcal per mole) = 7.0
- energy (eV) = -81907.270
- orbital gap (spin up / spin down) (Ha) = 0.2936 / 0.2739
- 2S+1 = 3
- ⟨S²⟩ = 2.0100
- E_HOMO (spin up / spin down) (eV) = -8.61 / -10.48

Element x y z (Å)
1 C 0.06653 -0.33136 0.53085
2 F 1.36985 -0.30987 1.46935
3 Br -1.07441 0.93204 1.61489
4 I 0.56171 0.59451 -1.30383
5 H -0.92367 -0.88532 -2.31127



Record 2
The following is a DFT calculation (the ωB97M-V functional and the def2-TZVPD basis) of the ion CHBrNO2 with charge -1.

- energy relative to the best compared isomer or geometry (same formula, charge and spin) (kcal per mole) = 86.9
- energy (eV) = -76678.208
- structure (SMILES) = [O-][N+]([O-])=CBr
- net charge = -1
- orbital gap (Ha) = 0.2539
- E_HOMO (eV) = -3.38

Element x y z (Å)
1 O 1.64540 -0.75026 0.06107
2 N 0.24496 -0.61551 -0.00159
3 O -0.57035 -1.56179 0.02678
4 C -0.09459 0.63620 0.16023
5 Br -1.93291 1.06899 0.00248
6 H 0.70750 1.22238 -0.24896



Record 3
The following is a DFT calculation (the ωB97M-V functional and the def2-TZVPD basis) of a cluster of 2 separate species, CHCl2FS2 in total.

- energy relative to the best compared isomer or geometry (same formula, charge and spin) (kcal per mole) = 49.1
- energy (eV) = -50483.249
- orbital gap (spin up / spin down) (Ha) = 0.2713 / 0.2822
- E_HOMO (spin up / spin down) (eV) = -9.26 / -9.07

Element x y z (Å)
1 C 0.85004 0.32421 -0.92950
2 F -0.06072 1.07212 -1.61348
3 S -0.83283 -0.50216 1.41966
4 S -1.91121 -1.90492 2.25012
5 Cl 2.05812 1.38037 -0.14782
6 Cl 1.56763 -0.92254 -1.89167
7 H -1.67103 0.55292 0.91270



Record 4
The following is a DFT calculation (the ωB97M-V functional and the def2-TZVPD basis) of an isolated molecule of CHCl2NS2.

- energy relative to the best compared isomer or geometry (same formula, charge and spin) (kcal per mole) = 0.0
- energy (eV) = -49255.561
- structure (SMILES) = S=C(S)N(Cl)Cl
- orbital gap (Ha) = 0.3054
- E_HOMO (eV) = -9.22

Element x y z (Å)
1 S -1.91943 0.52812 0.06243
2 C -0.39952 0.07146 -0.19204
3 S 0.34912 0.12013 -1.71389
4 N 0.36843 -0.68323 0.90300
5 Cl 0.19238 0.01971 2.45831
6 Cl 2.06201 -1.05450 0.49046
7 H -0.65300 0.99830 -2.00828



Record 5
The following is a DFT calculation (the ωB97M-V functional and the def2-TZVPD basis) of an isolated molecule of CHCl2O2P.

- energy relative to the best compared isomer or geometry (same formula, charge and spin) (kcal per mole) = 130.7
- energy (eV) = -39476.482
- orbital gap (spin up / spin down) (Ha) = 0.2772 / 0.2771
- E_HOMO (spin up / spin down) (eV) = -9.80 / -9.79

Element x y z (Å)
1 C -0.75519 0.07275 -0.26185
2 O 1.76084 -0.46379 0.71004
3 O 2.35677 0.82687 0.31714
4 P 0.43585 -1.25224 0.56254
5 Cl -1.99654 0.46208 0.93695
6 Cl -1.50730 -0.71298 -1.66122
7 H -0.29442 1.06732 -0.60360



Record 6
The following is a DFT calculation (the ωB97M-V functional and the def2-TZVPD basis) of a structure of composition CHCl2O4S2.

- energy relative to the best compared isomer or geometry (same formula, charge and spin) (kcal per mole) = 15.1
- energy (eV) = -55958.725
- net charge = -1
- orbital gap (Ha) = 0.3334
- E_HOMO (eV) = -5.76

Element x y z (Å)
1 C 0.27406 0.90151 0.39636
2 O -2.37109 1.17022 0.69613
3 O -1.29232 -0.85773 1.66892
4 O 1.27798 0.08281 -1.82061
5 O 0.75579 -1.65760 -0.02569
6 S -1.30083 0.17043 0.64700
7 S 1.12245 -0.32519 -0.43859
8 Cl -1.78012 -1.06356 -0.99942
9 Cl 3.01986 -0.02436 0.28300
10 H 0.29423 1.60347 -0.40710



Record 7
The following is a DFT calculation (the ωB97M-V functional and the def2-TZVPD basis) of a cluster of 2 separate species, CHCl3F2Si in total.

- energy relative to the best compared isomer or geometry (same formula, charge and spin) (kcal per mole) = 37.8
- energy (eV) = -51935.014
- orbital gap (Ha) = 0.3127
- E_HOMO (eV) = -9.68

Element x y z (Å)
1 C 0.19388 1.81157 -3.08007
2 F -1.57380 -1.58235 1.19630
3 F -0.72881 0.31591 2.42341
4 Si -0.98482 -0.13125 0.90665
5 Cl -0.96520 2.96633 -2.74744
6 Cl -2.36647 1.07656 0.21226
7 Cl 1.37779 1.72010 -1.89576
8 H 0.15859 -0.43477 0.03088



Record 8
The following is a DFT calculation (the ωB97M-V functional and the def2-TZVPD basis) of a cluster of 2 separate species, CHCl3F2Si in total.

- energy relative to the best compared isomer or geometry (same formula, charge and spin) (kcal per mole) = 0.0
- energy (eV) = -51934.021
- orbital gap (spin up / spin down) (Ha) = 0.3325 / 0.3487
- 2S+1 = 3
- ⟨S²⟩ = 2.0071
- E_HOMO (spin up / spin down) (eV) = -8.38 / -11.50

Element x y z (Å)
1 C -2.18475 0.40418 -0.28038
2 F 1.04772 -0.29148 -1.46587
3 F 2.52089 -1.70442 -0.06531
4 Si 1.60139 -0.40533 0.02486
5 Cl -3.80008 0.04906 -0.04281
6 Cl 0.13306 -0.71825 1.30861
7 Cl -1.77323 1.93782 0.24985
8 H 2.45501 0.72843 0.27104



Record 9
The following is a DFT calculation (the ωB97M-V functional and the def2-TZVPD basis) of a cluster of 2 separate species, CHCl3FOP in total.

- energy relative to the best compared isomer or geometry (same formula, charge and spin) (kcal per mole) = 125.1
- energy (eV) = -52671.176
- orbital gap (Ha) = 0.2663
- E_HOMO (eV) = -10.06

Element x y z (Å)
1 C 1.02259 0.19699 -0.06002
2 O -1.51480 0.89397 1.25786
3 F -1.36422 -2.69373 0.17022
4 P -0.83006 0.19620 0.16742
5 Cl 1.00622 1.98692 -0.07889
6 Cl 2.00163 -0.42772 1.23146
7 Cl -1.43647 0.31524 -1.66965
8 H 1.11511 -0.46787 -1.01841



Record 10
The following is a DFT calculation (the ωB97M-V functional and the def2-TZVPD basis) of a cluster of 2 separate species, CHCl3O2S in total.

- energy relative to the best compared isomer or geometry (same formula, charge and spin) (kcal per mole) = 54.8
- energy (eV) = -53547.211
- orbital gap (spin up / spin down) (Ha) = 0.2764 / 0.1963
- E_HOMO (spin up / spin down) (eV) = -9.80 / -8.88

Element x y z (Å)
1 C 1.52477 0.60610 0.10647
2 O -1.04179 -1.16039 1.13872
3 O -1.82100 -1.63520 -1.24731
4 S -0.98118 -0.90811 -0.27864
5 Cl 1.28923 1.95712 -0.76680
6 Cl 1.15253 0.46816 1.75716
7 Cl -1.93813 1.06782 -0.44492
8 H 1.81556 -0.39550 -0.26468



Record 11
The following is a DFT calculation (the ωB97M-V functional and the def2-TZVPD basis) of a cluster of 2 separate species, CHCl3OSi in total.

- energy relative to the best compared isomer or geometry (same formula, charge and spin) (kcal per mole) = 51.5
- energy (eV) = -48546.787
- orbital gap (Ha) = 0.3351
- E_HOMO (eV) = -9.65

Element x y z (Å)
1 C -0.22117 0.37648 -1.00684
2 O -0.99518 -0.12179 -1.71600
3 Si 1.62304 -2.27457 -2.15641
4 Cl 1.35864 -2.55973 -0.13654
5 Cl 1.37336 0.90891 -1.48704
6 Cl -0.16252 -3.09565 -2.58020
7 H -0.19917 0.61501 0.00641



Record 12
The following is a DFT calculation (the ωB97M-V functional and the def2-TZVPD basis) of a cluster of 2 separate species, CHCl3S in total.

- energy relative to the best compared isomer or geometry (same formula, charge and spin) (kcal per mole) = 62.5
- energy (eV) = -49452.437
- orbital gap (spin up / spin down) (Ha) = 0.3458 / 0.2206
- E_HOMO (spin up / spin down) (eV) = -10.16 / -8.51

Element x y z (Å)
1 C -1.68852 -0.32009 -0.06466
2 S 3.24742 0.88101 -0.34657
3 Cl -1.04740 -1.85180 -0.47655
4 Cl -1.71439 0.77145 -1.27091
5 Cl -1.34012 0.24377 1.49136
6 H 2.54300 0.27565 0.66734



Record 13
The following is a DFT calculation (the ωB97M-V functional and the def2-TZVPD basis) of an isolated molecule of CHClF2.

- energy relative to the best compared isomer or geometry (same formula, charge and spin) (kcal per mole) = 9.7
- energy (eV) = -19010.014
- structure (SMILES) = FC(F)Cl
- orbital gap (Ha) = 0.4640
- E_HOMO (eV) = -11.94

Element x y z (Å)
1 F -0.72663 1.02673 -0.43268
2 C -0.08091 -0.04395 0.05060
3 F -0.87380 -1.08167 -0.39992
4 Cl 1.78439 -0.08311 -0.33384
5 H -0.10304 0.18200 1.11584



Record 14
The following is a DFT calculation (the ωB97M-V functional and the def2-TZVPD basis) of a cluster of 2 separate species, CHClFNO2 in total.

- energy relative to the best compared isomer or geometry (same formula, charge and spin) (kcal per mole) = 43.8
- energy (eV) = -21872.918
- orbital gap (spin up / spin down) (Ha) = 0.3311 / 0.3069
- E_HOMO (spin up / spin down) (eV) = -9.60 / -9.25

Element x y z (Å)
1 C 0.77931 0.31538 0.43976
2 N 0.69416 -1.53373 1.72803
3 O 1.51687 -1.69441 2.53501
4 O -0.30350 -2.09235 1.41564
5 F 0.95775 1.33115 1.33002
6 Cl 1.89940 0.14207 -0.82480
7 H -0.34671 0.35211 0.32123



Record 15
The following is a DFT calculation (the ωB97M-V functional and the def2-TZVPD basis) of a cluster of 2 separate species, CHClFO2S2 in total.

- energy relative to the best compared isomer or geometry (same formula, charge and spin) (kcal per mole) = 56.3
- energy (eV) = -42057.644
- net charge = -1
- orbital gap (spin up / spin down) (Ha) = 0.2498 / 0.2783
- E_HOMO (spin up / spin down) (eV) = -3.87 / -4.56

Element x y z (Å)
1 C -0.53469 -0.26356 0.03905
2 O -1.88387 2.61115 -1.72238
3 O -2.05785 2.61958 0.82579
4 F -0.28499 -0.42879 1.36587
5 S 0.51051 3.41900 -0.11878
6 S -1.27733 2.46792 -0.39789
7 Cl -2.04717 -1.13699 -0.45972
8 H 0.27586 -0.64345 -0.41995



Record 16
The following is a DFT calculation (the ωB97M-V functional and the def2-TZVPD basis) of a structure of composition CHClI2.

- energy relative to the best compared isomer or geometry (same formula, charge and spin) (kcal per mole) = 95.9
- energy (eV) = -29772.197
- orbital gap (spin up / spin down) (Ha) = 0.3150 / 0.2844
- E_HOMO (spin up / spin down) (eV) = -9.72 / -8.36

Element x y z (Å)
1 C 0.24416 0.12534 0.24244
2 Cl -0.42228 1.27345 1.29260
3 I 1.93264 0.68964 -0.84546
4 I 0.15155 -1.87688 0.86499
5 H -1.90606 -0.21154 -1.55457



Record 17
The following is a DFT calculation (the ωB97M-V functional and the def2-TZVPD basis) of a cluster of 2 separate species, CHClN2O in total.

- energy relative to the best compared isomer or geometry (same formula, charge and spin) (kcal per mole) = 4.8
- energy (eV) = -18601.745
- orbital gap (Ha) = 0.3534
- E_HOMO (eV) = -9.19

Element x y z (Å)
1 C 1.05737 0.09777 0.14249
2 N -1.84838 -0.86002 -1.52307
3 N -2.02029 0.20804 -1.36162
4 O 0.75047 0.52414 1.38251
5 Cl 1.68636 -1.44144 0.09664
6 H 0.37447 1.47151 1.26304



Record 18
The following is a DFT calculation (the ωB97M-V functional and the def2-TZVPD basis) of a cluster of 2 separate species, CHClN2O in total.

- energy relative to the best compared isomer or geometry (same formula, charge and spin) (kcal per mole) = 2.5
- energy (eV) = -18601.846
- orbital gap (Ha) = 0.3605
- E_HOMO (eV) = -9.38

Element x y z (Å)
1 C 1.17265 0.44101 0.33686
2 N 4.22647 -1.25158 -0.41235
3 N 3.46953 -1.27007 0.38340
4 O 0.00645 0.70045 -0.21998
5 Cl 2.23809 1.70682 -0.00781
6 H -0.61842 -0.01780 -0.04459



Record 19
The following is a DFT calculation (the ωB97M-V functional and the def2-TZVPD basis) of a cluster of 2 separate species, CHClN2O in total.

- energy relative to the best compared isomer or geometry (same formula, charge and spin) (kcal per mole) = 5.5
- energy (eV) = -18601.713
- orbital gap (Ha) = 0.3668
- E_HOMO (eV) = -9.44

Element x y z (Å)
1 C -0.26598 1.42540 0.60552
2 N -0.82779 -1.93995 -1.27677
3 N 0.19856 -1.96902 -0.84345
4 O 0.43498 0.36664 0.69839
5 Cl 0.31985 2.25650 -0.75928
6 H 0.14039 -0.13956 1.57559



Record 20
The following is a DFT calculation (the ωB97M-V functional and the def2-TZVPD basis) of an isolated molecule of CHClN2O2S.

- energy relative to the best compared isomer or geometry (same formula, charge and spin) (kcal per mole) = 45.7
- energy (eV) = -31477.697
- orbital gap (spin up / spin down) (Ha) = 0.3268 / 0.3216
- 2S+1 = 3
- ⟨S²⟩ = 2.0093
- E_HOMO (spin up / spin down) (eV) = -9.28 / -10.95

Element x y z (Å)
1 C -1.37882 0.03464 0.72733
2 N -2.10480 -0.44700 1.44188
3 N 1.07748 -0.25669 0.37375
4 O -0.58574 -0.21517 -2.27536
5 O 0.04289 1.95147 -0.19068
6 S -0.13509 0.60383 -0.42546
7 Cl 1.13557 -1.94576 0.01882
8 H 1.94852 0.27469 0.32972